1.
Entry from OMol25: C40H45AuN2O3SeSiTe2 as an isolated structure in a non-equilibrium geometry (ωB97M-V/def2-TZVPD).

```
! wB97M-V def2-TZVPD RIJCOSX def2/J DEFGRID3
* xyz -1 2
Au 1.59279 -1.41644 -1.67056
O 5.52599 -2.64077 -2.45615
C 4.42088 -2.47564 -1.95479
O 3.54537 -1.64925 -2.38776
C 4.10573 -3.30893 -0.70595
C 4.95753 -4.37045 -0.40678
C 4.72113 -5.11897 0.72987
C 3.65456 -4.77428 1.54862
C 2.86826 -3.69738 1.17720
N 3.07778 -2.98674 0.07379
H 5.78034 -4.56827 -1.07719
H 5.35941 -5.95749 0.97985
H 3.43191 -5.32562 2.45217
H 2.02355 -3.39285 1.78787
C 0.44325 7.95734 0.49469
C 0.31606 6.47827 0.25555
C 0.15165 5.58722 1.30459
C 0.03432 4.21558 1.10013
C -0.05244 3.35237 2.31969
C 0.04497 3.70104 -0.20262
Te -0.26873 1.59736 -0.81550
N -0.10663 -0.74195 -0.87518
C -1.34393 -1.24127 -0.99680
O -2.32081 -0.58135 -1.38241
C -1.60784 -2.59582 -0.36468
C -0.59042 -3.40278 0.14105
C -0.89466 -4.56756 0.82686
C -2.21884 -4.93360 1.02528
C -3.23760 -4.13264 0.52624
C -2.93228 -2.97079 -0.16706
C -1.73202 1.22846 0.69483
C -2.97376 1.82521 0.50118
C -3.28971 2.64323 -0.71900
C -3.97065 1.62278 1.45218
C -3.76729 0.82366 2.56314
C -4.85723 0.59964 3.57412
C -2.52859 0.21258 2.71326
C -1.49656 0.39902 1.80095
C -0.18986 -0.30118 2.06708
C 0.22997 4.59177 -1.27352
C 0.29498 4.18930 -2.72942
C 0.36180 5.95648 -1.02435
H 0.57225 8.17368 1.55471
H -0.44803 8.48683 0.15206
H 1.29606 8.37256 -0.04387
H 0.14218 5.96397 2.32203
H 0.17191 3.93463 3.21258
H 0.67485 2.54483 2.25969
H -1.04239 2.91077 2.43587
H 0.44094 -3.11343 -0.00743
H -0.09411 -5.19355 1.20200
H -2.45629 -5.84287 1.56357
H -4.27225 -4.41411 0.67944
H -3.70768 -2.32298 -0.55609
H -2.96332 2.11913 -1.61748
H -2.78697 3.61587 -0.69023
H -4.36363 2.81431 -0.79143
H -4.94018 2.08450 1.29706
H -5.77327 1.11397 3.28519
H -4.56108 0.96498 4.55940
H -5.08291 -0.46321 3.67433
H -2.35687 -0.43309 3.56829
H -0.23882 -0.83953 3.01336
H 0.63890 0.40519 2.12285
H 0.04842 -1.00143 1.26771
H 0.39689 3.11995 -2.88717
H 1.14251 4.67945 -3.20994
H -0.61085 4.51376 -3.24695
H 0.50895 6.62477 -1.86808
Te 2.69089 1.23110 -1.09779
C 3.12069 1.95821 0.84325
C 3.32054 1.05127 1.88545
C 3.65501 1.50236 3.15197
C 3.80563 2.86304 3.38976
C 3.61828 3.76673 2.35664
C 3.27667 3.31955 1.08565
H 3.21173 -0.01037 1.69620
H 3.80014 0.78962 3.95446
H 4.06786 3.21557 4.37967
H 3.72490 4.82940 2.53537
H 3.11883 4.03449 0.28902
C -2.17908 -2.51427 -4.12621
Si -0.91735 -3.88329 -3.96341
C -0.64405 -4.63653 -5.66956
C -1.56365 -5.26405 -2.87576
Se 1.17927 -3.17490 -3.45361
H -3.10104 -2.90918 -4.56107
H -1.79567 -1.73225 -4.78120
H -2.42471 -2.04909 -3.16555
H -1.55813 -5.12827 -6.01631
H 0.15343 -5.37822 -5.64618
H -0.36979 -3.86892 -6.39298
H -2.44737 -5.71801 -3.33140
H -1.83965 -4.90781 -1.87787
H -0.80093 -6.03441 -2.76046
*
```

Values from the calculation:
highest occupied orbital energy (alpha / beta) = -3.92 / -4.89 eV
ΔE to the lowest compared entry with this formula, charge and spin = 2.678 eV
orbital gap (alpha / beta) = 5.13 / 5.99 eV

2.
Entry from OMol25: the molecule C21H22N2O3 in a non-equilibrium geometry (ωB97M-V/def2-TZVPD).

```
! wB97M-V def2-TZVPD RIJCOSX def2/J DEFGRID3
* xyz 0 1
C -1.67861 -0.92102 -2.42703
C -2.49559 0.43834 -2.26498
C -1.63972 1.69258 -1.51638
C -1.36534 1.15418 -0.06164
O -2.25561 0.84068 0.62583
N -0.29626 1.16931 0.40061
C 0.00270 0.83673 1.95407
C -1.25159 -0.15776 2.20856
C -2.00154 0.04888 3.47787
C -2.86564 -0.75353 4.09395
O -3.70758 -0.83351 4.77346
N -2.68764 -2.09132 3.33776
C -1.91488 -2.45537 2.39630
C -2.01301 -3.77125 1.65799
C -1.10637 -3.96284 0.73225
C -0.07628 -3.20065 0.39680
C -0.03865 -1.76565 0.99952
C -0.96563 -1.42170 1.91250
C 0.96452 1.51991 -0.23558
C 1.50607 0.69892 -1.10374
C 2.79028 0.87884 -1.89855
C 3.44326 2.15945 -1.48595
O 4.66217 2.61926 -1.65798
C 5.32389 1.81056 -2.79038
C 2.82481 3.09434 -0.20897
C 1.71033 2.49428 0.25601
H -1.60263 -1.29425 -1.39241
H -0.79382 -0.73971 -2.91300
H -2.40536 -1.52127 -2.83888
H -3.46339 0.24894 -1.80494
H -2.66103 0.91868 -3.30353
H -0.47890 1.71219 -1.94847
H -1.99305 2.51514 -1.72640
H 1.13782 0.58152 2.18460
H -0.34528 1.92892 2.42906
H -1.94480 1.01753 4.07084
H -3.36481 -2.87573 3.49303
H -2.68631 -4.45291 2.05049
H -0.87235 -5.19689 0.47449
H 0.53089 -3.36472 -0.40868
H 0.71044 -1.37582 0.53518
H 1.04534 -0.30992 -1.54009
H 3.32100 0.27898 -2.57632
H 6.04227 2.21673 -3.12976
H 5.56383 0.69317 -2.51514
H 4.57229 1.83663 -3.80502
H 3.60370 3.77365 0.07787
H 1.21607 3.28748 1.01477
*
```

Values from the calculation:
highest occupied orbital energy = -7.25 eV
ΔE to the lowest compared entry with this formula, charge and spin = 17.736 eV
SMILES = CCCC(=O)N(Cc1cc(=O)[nH]c2ccccc12)c1ccc(OC)cc1
orbital gap = 7.27 eV

3.
Entry from OMol25: a 2-piece molecular cluster, C5H13NO overall in a non-equilibrium geometry (ωB97M-V/def2-TZVPD).

```
! wB97M-V def2-TZVPD RIJCOSX def2/J DEFGRID3
* xyz 0 1
C -0.59142 -2.12384 -0.80456
C 0.61438 -1.84365 0.05664
C 0.27908 -1.14743 1.35354
N 0.94612 -1.55635 2.46252
O -0.53109 -0.23028 1.39965
H -1.07032 -1.19109 -1.09284
H -1.32777 -2.75165 -0.29768
H -0.29419 -2.64486 -1.71893
H 1.25000 -2.70840 0.24409
H 1.24422 -1.11808 -0.44787
H 0.77321 -1.08191 3.33276
H 1.56005 -2.35481 2.49667
C -0.86203 2.69374 -0.31747
C 0.11386 2.50242 -1.47926
H -0.44284 3.35993 0.44134
H -1.84334 2.98262 -0.66703
H -0.92702 1.77815 0.29298
H 0.50522 3.47690 -1.78040
H -0.37992 2.02408 -2.31753
H 0.98377 1.93452 -1.15662
*
```

Values from the calculation:
highest occupied orbital energy = -9.82 eV
ΔE to the lowest compared entry with this formula, charge and spin = 0.110 eV
SMILES = CCC(N)=O.CC
orbital gap = 10.67 eV

4.
Entry from OMol25: C3H2LuO3 as an isolated structure in a non-equilibrium geometry (ωB97M-V/def2-TZVPD).

```
! wB97M-V def2-TZVPD RIJCOSX def2/J DEFGRID3
* xyz 2 2
H 2.25696 2.44581 0.79164
C 2.43183 0.90035 0.00141
C 1.75699 2.15262 -0.27905
O 0.35355 1.86318 -0.23082
C 0.21738 0.58077 -0.13056
O 1.45088 0.00218 0.08238
O -0.81913 -0.03284 -0.06851
Lu -2.07286 -2.08607 0.20476
H 2.05200 2.66715 -1.20132
*
```

Values from the calculation:
highest occupied orbital energy (alpha / beta) = -16.86 / -16.86 eV
ΔE to the lowest compared entry with this formula, charge and spin = 2.986 eV
orbital gap (alpha / beta) = 6.25 / 5.39 eV

5.
Entry from OMol25: C22H54BaBr3NO14P3 as an isolated structure in a non-equilibrium geometry (ωB97M-V/def2-TZVPD).

```
! wB97M-V def2-TZVPD RIJCOSX def2/J DEFGRID3
* xyz 1 1
Ba -0.28053 -5.76670 0.79434
O -0.33899 -1.40388 2.66394
H -0.61920 -0.63789 3.20177
C -3.41398 -6.44628 7.27697
O -2.76473 -6.51117 6.25720
N -3.12837 -5.69471 8.32846
C -3.74522 -5.77428 9.61442
C -2.11433 -4.63417 8.26080
H -4.29952 -7.08943 7.39686
H -4.51496 -6.53417 9.74915
H -4.20975 -4.81265 9.83254
H -2.97134 -5.88861 10.37346
H -1.31131 -4.81786 8.97462
H -1.65767 -4.47697 7.28364
H -2.52232 -3.63924 8.43903
C -6.08078 -0.77069 3.95951
Br -6.52843 0.75230 2.69958
Br -7.20676 -2.39831 3.99176
Br -6.23766 0.02440 5.78000
H -5.08496 -1.12654 3.69527
C 9.18090 -5.65830 -3.62331
C 7.96445 -5.54527 -2.66947
O 7.82886 -4.29144 -2.09867
P 6.60314 -3.33440 -2.60020
O 5.19987 -3.81624 -2.32782
O 6.99145 -1.87370 -1.99842
C 6.08268 -1.08927 -1.26457
C 6.64791 0.29724 -1.26841
O 6.87264 -3.11209 -4.16915
C 8.08010 -2.57491 -4.68496
C 7.83654 -1.28559 -5.42951
H 8.93009 -5.55656 -4.67916
H 9.99225 -5.03275 -3.25117
H 9.63397 -6.64919 -3.65445
H 7.07280 -5.96364 -3.13641
H 8.13717 -6.26507 -1.86937
H 5.17842 -0.97328 -1.86203
H 5.81249 -1.59014 -0.33493
H 5.96439 1.13651 -1.13988
H 7.32579 0.43629 -0.42624
H 7.18223 0.53757 -2.18756
H 8.80632 -2.54595 -3.87264
H 8.45642 -3.39581 -5.29536
H 8.70167 -0.99449 -6.02528
H 7.02558 -1.50076 -6.12532
H 7.72588 -0.49294 -4.68955
C -0.56066 4.87798 4.86425
C -0.06860 5.29160 3.52725
O -0.09661 6.65537 3.47840
P 0.19819 7.42360 2.09580
O -0.14993 6.56470 0.93896
O -0.68084 8.75709 2.33194
C -2.11718 8.71094 2.31472
C -2.79273 7.87586 3.45849
O 1.76433 7.90154 2.06147
C 2.26757 8.83963 3.00402
C 3.75317 8.95873 2.66681
H -0.63125 3.80362 5.03416
H 0.00380 5.40115 5.63612
H -1.61137 5.14986 4.96515
H 0.95026 4.90972 3.46251
H -0.67998 4.79232 2.77556
H -2.41562 9.75895 2.28810
H -2.36849 8.44979 1.28674
H -3.76826 8.36190 3.47312
H -2.85930 6.79963 3.29911
H -2.33578 8.02454 4.43685
H 1.82820 9.82768 2.86687
H 2.18751 8.46733 4.02533
H 4.16996 7.96638 2.49469
H 3.86461 9.65406 1.83482
H 4.28660 9.40144 3.50798
C -2.28780 0.10757 -4.47003
C -3.57561 0.08450 -3.61820
O -4.56679 -0.60748 -4.35925
P -4.74352 -2.16902 -4.07719
O -3.61717 -2.86863 -3.41991
O -5.01794 -2.69469 -5.57188
C -3.92222 -2.79215 -6.44848
C -4.36035 -2.91562 -7.95666
O -6.20331 -2.21731 -3.37850
C -7.38545 -1.54162 -3.88430
C -8.37172 -2.63871 -4.31885
H -1.76041 -0.84590 -4.49909
H -2.55848 0.49983 -5.45032
H -1.67746 0.86590 -3.97961
H -3.39824 -0.26065 -2.59961
H -4.00337 1.07919 -3.49288
H -3.32200 -1.89930 -6.27343
H -3.39965 -3.65480 -6.03513
H -3.52199 -3.08677 -8.63192
H -5.05247 -3.74155 -8.12078
H -4.87370 -1.98371 -8.19351
H -7.85757 -0.77389 -3.27127
H -7.01159 -1.01055 -4.75966
H -8.60974 -3.13743 -3.37933
H -9.28185 -2.28337 -4.80205
H -7.96045 -3.35819 -5.02688
*
```

Values from the calculation:
highest occupied orbital energy = -8.84 eV
orbital gap = 3.03 eV

6.
Entry from OMol25: C36H30BiN6O5S2 as an isolated structure in a non-equilibrium geometry (ωB97M-V/def2-TZVPD).

```
! wB97M-V def2-TZVPD RIJCOSX def2/J DEFGRID3
* xyz 1 1
Bi -0.02813 0.15669 0.80950
O 0.08973 2.74586 2.24132
C -2.29201 2.71367 2.21620
C -2.78380 1.38428 2.86798
N -1.79880 0.29327 2.94030
C -0.99287 0.28433 4.18834
C 0.47188 0.61545 3.99303
O 1.07548 1.07702 4.93193
O 1.02022 0.20404 2.84826
C -2.48390 -1.01087 2.72898
C -2.83134 -1.27311 1.27484
O -3.91566 -1.58622 0.83986
O -1.76518 -1.14017 0.46930
H 0.88806 3.31566 2.36850
H -2.74881 1.93355 0.31979
H -3.13688 3.40460 2.44468
H -3.62957 1.04814 2.25991
H -3.18210 1.63976 3.87377
H -1.06705 -0.69434 4.68465
H -1.32441 1.03179 4.92311
H -3.40654 -1.13447 3.34539
H -1.78734 -1.80790 3.10625
N -1.80867 3.80726 -1.34087
C -1.34361 2.76343 -2.16173
C -0.32125 2.97578 -3.07906
C 0.54494 1.98019 -3.42771
C 0.61269 0.64193 -3.14834
C -0.50738 -0.27387 -2.77567
N -1.99499 1.61083 -2.00816
C -2.04171 3.83787 0.02071
C -2.16586 5.09268 0.58416
C -1.75495 5.54588 1.88416
C -1.07536 4.84908 2.81718
C -1.06207 3.35860 2.87405
N -2.21427 2.66884 0.75696
H -1.44410 4.69167 -1.67892
H -0.14817 3.95146 -3.53681
H 1.40269 2.28516 -4.03412
H 1.57371 0.13320 -3.32129
H -0.86179 -1.73286 -1.26560
H -2.43115 5.86537 -0.13433
H -1.97597 6.57833 2.07331
H -0.55737 5.40426 3.60731
H -1.04127 3.08693 3.95425
S -0.60316 -1.21922 -6.84215
C -2.17899 -1.10511 -7.52859
C -3.15661 -0.90787 -6.60074
C -2.66667 -0.78107 -5.28660
C -1.29789 -1.04413 -5.17201
C -0.54098 -1.28293 -3.96194
C -1.79139 0.42445 -2.36737
N -0.09401 -1.10695 -1.57513
C 1.15061 -1.82864 -1.72413
C 1.45877 -2.42963 -2.95969
C 2.52087 -3.37308 -3.04516
C 3.30801 -3.63057 -1.93506
C 3.16258 -2.92920 -0.70326
C 3.91694 -3.22734 0.44495
C 3.41169 -2.81754 1.69755
C 2.19836 -2.12792 1.77261
N 1.51965 -1.73697 0.67418
C 1.98185 -2.07899 -0.58382
C 4.21058 -3.02431 2.92122
C 5.35528 -3.79562 3.06078
C 5.86446 -3.80095 4.37059
C 5.09747 -3.03093 5.21260
S 3.77825 -2.23094 4.40163
C 0.48366 -2.20392 -4.01024
H -2.33986 -1.17763 -8.59876
H -4.23984 -0.80407 -6.84366
H -3.23871 -0.41293 -4.43018
H -2.66516 -0.21017 -2.13757
H 2.63655 -3.91126 -3.98344
H 4.03735 -4.45407 -2.00917
H 4.87554 -3.74130 0.38256
H 1.74826 -1.98902 2.77691
H 5.77387 -4.35948 2.20230
H 6.81303 -4.29995 4.68321
H 5.17030 -2.89982 6.28501
H 0.58425 -2.77398 -4.92284
*
```

Values from the calculation:
highest occupied orbital energy (alpha / beta) = -9.44 / -9.44 eV
ΔE to the lowest compared entry with this formula, charge and spin = 5.177 eV
orbital gap (alpha / beta) = 5.56 / 5.56 eV

7.
Entry from OMol25: C8H16Br8 as an isolated structure in a non-equilibrium geometry (ωB97M-V/def2-TZVPD).

```
! wB97M-V def2-TZVPD RIJCOSX def2/J DEFGRID3
* xyz 0 1
Br 4.41047 -1.14353 2.19322
C 2.58724 -1.94198 1.94757
C 1.55783 -1.10863 2.69066
Br -0.29077 -1.47080 2.06760
H 2.44845 -2.93699 2.37038
H 2.33655 -2.05359 0.89267
H 1.74608 -0.03644 2.74590
H 1.61242 -1.43079 3.73053
Br 0.29539 -0.90794 -2.23659
C -0.62058 -0.55179 -0.52764
C -0.13159 0.87285 0.00287
Br -0.94348 1.32342 1.82435
H -0.35629 -1.39299 0.11316
H -1.68179 -0.67459 -0.74410
H -0.39193 1.65637 -0.70873
H 0.93613 0.83877 0.21953
Br 2.76437 -0.67883 0.02906
C 2.72685 1.10846 -0.84227
C 4.03984 1.71559 -1.31417
Br 3.67820 3.56982 -1.75923
H 2.34849 1.75928 -0.05401
H 2.03604 1.09457 -1.68530
H 4.24392 1.26068 -2.28344
H 4.83007 1.63477 -0.56777
Br -7.31035 -0.35938 -1.54224
C -5.50275 0.37778 -1.30100
C -4.50274 -0.59203 -0.79500
Br -2.95009 0.40883 -0.12956
H -5.65540 1.20028 -0.60223
H -5.19714 0.83407 -2.24254
H -4.18401 -1.27370 -1.58358
H -4.87945 -1.10156 0.09190
*
```

Values from the calculation:
highest occupied orbital energy = -8.80 eV
ΔE to the lowest compared entry with this formula, charge and spin = 7.892 eV
orbital gap = 8.90 eV

8.
Entry from OMol25: a 2-piece molecular cluster, C4H11NO overall in a non-equilibrium geometry (ωB97M-V/def2-TZVPD).

```
! wB97M-V def2-TZVPD RIJCOSX def2/J DEFGRID3
* xyz 0 1
C -2.06974 0.95321 -0.82389
C -0.87288 1.05740 -1.38811
C 0.21318 0.08740 -1.31999
N 1.22286 0.19924 -0.23180
C 2.61218 0.05280 -0.62142
H -2.70930 1.81832 -0.72430
H -2.45368 0.04445 -0.37941
H -0.50601 2.07198 -1.56742
H -0.04751 -0.98371 -1.33696
H 0.84569 0.10679 -2.22610
H 1.14939 1.05414 0.31362
H 3.06928 0.98981 -0.96019
H 3.21561 -0.36296 0.19112
H 2.70462 -0.65309 -1.44905
O -1.30268 -1.85438 3.58117
H -0.69694 -2.34893 3.02178
H -1.77803 -1.37205 2.92842
*
```

Values from the calculation:
highest occupied orbital energy = -8.63 eV
ΔE to the lowest compared entry with this formula, charge and spin = 2.263 eV
SMILES = C=CCNC.O
orbital gap = 9.47 eV

Number 1: DFT total energy -5249.20779 Ha. Number 2: DFT total energy -1148.09757 Ha. Number 3: DFT total energy -328.31481 Ha. Number 4: DFT total energy -1575.89387 Ha. Number 5: DFT total energy -10750.16641 Ha. Number 6: DFT total energy -3105.25241 Ha. Number 7: DFT total energy -20906.25936 Ha. Number 8: DFT total energy -288.93384 Ha.